C48H50AsN7O3S3Sc | wB97M-V/def2-TZVPD

Its total charge is +1. Its relative energy (zero: lowest compared OMol25 entry of this formula, charge and spin) is 20.8 kcal/mol.

Atoms and positions in Å:
H 12.52 18.93 7.18
C 8.70 13.72 8.42
C 13.67 13.13 8.11
C 10.35 10.77 12.62
C 13.38 16.83 10.27
C 15.49 15.54 11.88
C 14.75 13.66 8.78
H 8.80 15.25 6.95
C 8.49 13.39 9.75
C 17.29 14.00 12.15
C 13.78 12.83 6.75
H 10.49 10.00 16.55
C 14.03 17.99 8.26
H 18.40 17.18 11.78
C 16.06 13.62 6.76
C 13.07 7.70 10.27
H 17.23 14.60 5.15
N 12.26 10.77 15.73
H 6.53 16.85 13.68
C 8.29 14.39 10.74
C 13.19 11.56 16.54
As 13.57 15.82 11.85
C 15.91 14.21 12.03
H 13.28 15.63 14.82
H 16.08 17.59 11.75
N 10.81 10.61 13.94
O 11.22 12.27 8.10
N 12.36 12.28 13.95
C 13.17 16.68 14.59
S 14.85 12.79 12.25
C 14.37 17.27 9.40
H 10.69 17.43 12.86
H 5.97 18.81 12.24
H 12.93 20.42 13.69
H 7.72 12.95 12.19
H 18.07 14.40 6.65
H 10.11 11.71 11.00
N 12.60 11.78 10.20
H 15.09 12.75 5.05
H 13.27 12.58 14.32
O 11.81 13.91 9.82
H 10.28 9.88 14.38
C 16.40 16.59 11.81
C 17.73 16.31 11.82
N 12.80 9.80 11.35
H 10.18 19.23 11.31
C 9.36 18.69 11.81
C 13.24 8.32 9.03
C 8.29 15.73 10.30
C 8.65 16.96 13.38
H 11.59 8.74 15.84
C 13.02 19.40 13.99
H 17.82 13.00 5.58
H 14.80 18.29 7.53
H 8.24 15.49 14.90
C 17.31 13.93 5.99
H 11.22 16.81 10.63
N 10.50 11.82 11.91
C 12.87 10.42 10.17
H 14.68 13.80 9.81
C 9.63 17.66 12.71
C 7.32 17.39 13.18
C 13.10 9.73 9.00
H 17.69 12.99 12.29
C 8.05 19.09 11.63
H 12.60 19.69 16.09
H 13.42 7.76 8.12
S 12.22 12.75 9.01
N 9.55 9.70 12.30
C 11.70 17.91 8.90
H 13.14 11.19 17.56
H 8.79 12.92 7.71
C 13.32 17.11 13.27
C 15.00 13.07 6.09
H 13.29 10.24 8.07
C 8.08 14.01 12.17
H 12.97 12.45 6.15
C 12.84 18.98 15.27
S 9.49 14.23 13.31
H 8.41 12.35 9.99
H 9.87 8.77 12.53
C 11.51 9.68 16.39
C 12.04 17.14 9.99
O 10.70 14.64 12.43
H 9.98 16.05 14.73
H 8.14 16.47 11.02
H 7.25 14.59 12.55
H 9.13 9.78 11.40
C 8.62 15.05 8.00
H 7.78 19.90 10.96
H 13.35 18.78 11.94
H 8.36 17.06 8.64
H 12.87 17.39 16.64
H 14.19 11.46 16.17
H 11.95 9.47 17.35
H 13.10 6.62 10.34
C 9.02 15.80 14.21
H 15.40 16.95 9.47
H 12.79 12.57 16.53
C 12.95 8.49 11.41
C 12.72 18.32 8.03
H 16.76 14.39 8.71
C 7.00 18.44 12.33
C 13.23 18.46 12.96
H 10.64 18.11 8.75
H 19.22 14.82 11.87
C 11.87 11.22 14.53
C 18.20 15.02 11.99
Sc 12.34 13.16 11.84
C 12.91 17.63 15.57
C 8.46 16.03 8.96
C 15.95 13.87 8.11
H 13.10 8.04 12.37

These are the Löwdin partial charges, in e, on atoms 1 to 99: atom 1 (H): 0.10, atom 2 (C): -0.08, atom 3 (C): -0.27, atom 4 (C): -0.46, atom 5 (C): -0.39, atom 6 (C): -0.39, atom 7 (C): -0.06, atom 8 (H): 0.11, atom 9 (C): -0.05, atom 10 (C): -0.13, atom 11 (C): -0.03, atom 12 (H): 0.09, atom 13 (C): -0.07, atom 14 (H): 0.12, atom 15 (C): -0.28, atom 16 (C): -0.07, atom 17 (H): 0.07, atom 18 (N): -0.12, atom 19 (H): 0.11, atom 20 (C): -0.24, atom 21 (C): -0.01, atom 22 (As): 1.33, atom 23 (C): -0.67, atom 24 (H): 0.10, atom 25 (H): 0.09, atom 26 (N): 0.17, atom 27 (O): -0.26, atom 28 (N): 0.04, atom 29 (C): -0.10, atom 30 (S): 0.61, atom 31 (C): -0.09, atom 32 (H): 0.09, atom 33 (H): 0.11, atom 34 (H): 0.10, atom 35 (H): 0.11, atom 36 (H): 0.08, atom 37 (H): 0.05, atom 38 (N): -0.23, atom 39 (H): 0.13, atom 40 (H): 0.01, atom 41 (O): -0.38, atom 42 (H): 0.12, atom 43 (C): -0.12, atom 44 (C): -0.10, atom 45 (N): 0.11, atom 46 (H): 0.12, atom 47 (C): -0.07, atom 48 (C): -0.03, atom 49 (C): -0.01, atom 50 (C): -0.30, atom 51 (H): 0.10, atom 52 (C): -0.07, atom 53 (H): 0.10, atom 54 (H): 0.12, atom 55 (H): 0.10, atom 56 (C): -0.05, atom 57 (H): 0.09, atom 58 (N): 0.09, atom 59 (C): -0.38, atom 60 (H): 0.03, atom 61 (C): -0.06, atom 62 (C): -0.05, atom 63 (C): 0.00, atom 64 (H): 0.10, atom 65 (C): -0.07, atom 66 (H): 0.12, atom 67 (H): 0.11, atom 68 (S): 0.61, atom 69 (N): 0.17, atom 70 (C): -0.07, atom 71 (H): 0.09, atom 72 (H): 0.10, atom 73 (C): -0.37, atom 74 (C): -0.03, atom 75 (H): 0.11, atom 76 (C): -0.27, atom 77 (H): 0.11, atom 78 (C): -0.09, atom 79 (S): 1.01, atom 80 (H): 0.09, atom 81 (H): 0.11, atom 82 (C): -0.02, atom 83 (C): -0.13, atom 84 (O): -0.63, atom 85 (H): 0.11, atom 86 (H): 0.05, atom 87 (H): 0.09, atom 88 (H): 0.11, atom 89 (C): -0.06, atom 90 (H): 0.10, atom 91 (H): 0.10, atom 92 (H): 0.11, atom 93 (H): 0.11, atom 94 (H): 0.09, atom 95 (H): 0.08, atom 96 (H): 0.10, atom 97 (C): -0.25, atom 98 (H): 0.10, atom 99 (H): 0.10

---

C48H50BrF3I2LaN5O8P | wB97M-V/def2-TZVPD

Its total charge is -1. Its relative energy (zero: lowest compared OMol25 entry of this formula, charge and spin) is 25.6 kcal/mol.

Atoms and positions in Å:
H 5.44 -1.73 -2.05
H -5.49 3.34 1.93
O -0.24 -3.89 -0.61
O 1.25 0.01 0.13
F 2.05 -2.59 -0.20
H -3.41 -4.37 1.02
H -0.41 2.54 1.13
H 1.73 -0.56 3.99
C -3.17 -4.79 0.05
O -0.16 -2.34 1.76
H -1.37 4.26 -0.73
H 6.42 0.76 -0.66
C 2.72 2.75 3.99
H 3.19 3.90 1.09
C -4.51 -1.47 -1.50
C -1.31 -2.36 2.27
C -2.51 -4.36 -2.10
H 4.06 1.09 3.92
C 0.23 1.91 -4.02
C 3.47 1.68 3.21
C 0.24 2.70 -6.28
C -3.80 2.09 1.49
H -0.77 1.44 -7.71
C -1.72 -2.85 6.44
C 2.55 0.70 2.46
C -2.89 -6.62 -1.44
H -3.47 -6.84 0.62
O -0.65 0.13 -2.12
C 4.72 -0.03 0.39
O 1.08 -5.41 -1.68
C -0.87 -0.18 -3.33
C 1.78 -3.14 -1.41
C -6.02 1.75 0.63
C -6.40 -0.15 -0.93
Br 0.41 -4.70 6.79
C 1.37 0.21 3.31
H 3.43 3.38 4.54
C 3.73 1.20 -1.61
C -0.73 -3.56 5.79
C -0.44 4.29 -0.16
H 0.65 -0.27 2.66
C 3.96 -0.17 -2.23
C 0.69 1.31 4.12
C -5.87 -1.19 -1.64
N -3.70 -0.80 -0.72
H -0.38 2.16 -0.56
P 2.13 1.08 0.71
H -0.64 4.85 0.76
H -1.87 -2.96 7.51
H 3.25 -0.85 -1.78
H -2.27 -6.03 -3.42
F 2.95 -3.41 -1.97
C 1.71 2.10 4.94
I -2.62 3.28 2.74
C -4.20 0.24 0.00
H 5.10 0.16 1.39
H 1.90 2.75 -0.82
H -2.04 -3.65 -4.14
H 3.14 -0.20 2.24
H 4.24 2.08 0.30
C -2.54 -5.70 -2.43
H 3.75 -0.15 -3.30
H 0.90 4.49 -1.84
H 0.22 -3.94 3.89
H 1.60 4.17 1.82
H -2.89 -7.68 -1.66
H -7.45 0.10 -1.02
C -5.57 0.62 -0.10
C 3.81 1.13 -0.06
H 2.17 3.39 3.31
C -2.07 -3.37 -3.09
H 4.19 2.14 2.52
C -3.25 0.96 0.85
H 1.76 6.11 0.57
C 2.12 4.00 0.87
O -2.04 0.58 0.96
H -0.07 0.87 4.76
F 1.20 -2.13 -2.13
I -8.02 2.40 0.55
N -1.72 -2.19 -2.73
C 0.61 2.86 -4.95
La -1.01 -1.45 -0.32
H -4.08 -2.28 -2.07
H 2.77 5.39 -0.67
H 0.49 2.01 -2.98
O -2.38 -2.20 1.62
C 1.54 2.75 0.21
H -3.06 -1.20 3.97
H 2.77 1.58 -1.96
C -5.14 2.47 1.39
C -0.85 0.61 -5.75
H -1.60 -1.08 -5.42
H 0.18 1.99 3.43
N -1.39 -1.33 -3.75
C -1.42 -2.57 3.76
C 0.64 5.04 -0.94
C -3.20 -6.15 -0.18
H 4.14 -0.96 0.41
H 6.06 -0.24 -2.74
H -6.48 -1.79 -2.30
H 4.50 1.89 -1.98
H 6.60 -0.92 -0.18
H 0.52 3.44 -7.02
C 1.89 5.22 -0.05
C -0.48 1.59 -6.68
C 5.40 -0.65 -1.97
C -2.39 -1.89 4.48
H 1.18 3.73 -4.64
H 2.24 1.42 5.62
H 1.21 2.86 5.55
C 0.01 2.85 0.17
O -1.52 -0.46 -6.20
C -0.50 0.78 -4.40
H 0.28 6.02 -1.26
N -2.83 -3.91 -0.88
N -2.54 -2.02 5.80
C -0.56 -3.41 4.43
C 0.78 -4.32 -1.23
C 5.89 -0.20 -0.58

These are the Löwdin partial charges, in e, on atoms 1 to 99: atom 1 (H): 0.10, atom 2 (H): 0.06, atom 3 (O): -0.13, atom 4 (O): -0.40, atom 5 (F): 0.11, atom 6 (H): 0.11, atom 7 (H): 0.02, atom 8 (H): 0.13, atom 9 (C): -0.11, atom 10 (O): -0.16, atom 11 (H): 0.11, atom 12 (H): 0.11, atom 13 (C): -0.20, atom 14 (H): 0.10, atom 15 (C): -0.13, atom 16 (C): -0.65, atom 17 (C): -0.29, atom 18 (H): 0.12, atom 19 (C): -0.03, atom 20 (C): -0.18, atom 21 (C): -0.10, atom 22 (C): -0.60, atom 23 (H): 0.11, atom 24 (C): -0.20, atom 25 (C): -0.32, atom 26 (C): -0.06, atom 27 (H): 0.10, atom 28 (O): -0.20, atom 29 (C): -0.20, atom 30 (O): 0.07, atom 31 (C): -0.44, atom 32 (C): -0.53, atom 33 (C): -0.67, atom 34 (C): -0.06, atom 35 (Br): 0.71, atom 36 (C): -0.17, atom 37 (H): 0.11, atom 38 (C): -0.17, atom 39 (C): -0.67, atom 40 (C): -0.20, atom 41 (H): 0.08, atom 42 (C): -0.19, atom 43 (C): -0.20, atom 44 (C): -0.04, atom 45 (N): 0.07, atom 46 (H): 0.09, atom 47 (P): 0.86, atom 48 (H): 0.07, atom 49 (H): 0.10, atom 50 (H): 0.08, atom 51 (H): 0.12, atom 52 (F): 0.16, atom 53 (C): -0.20, atom 54 (I): 0.98, atom 55 (C): -0.13, atom 56 (H): 0.10, atom 57 (H): 0.09, atom 58 (H): 0.13, atom 59 (H): 0.10, atom 60 (H): 0.10, atom 61 (C): -0.02, atom 62 (H): 0.12, atom 63 (H): 0.10, atom 64 (H): 0.12, atom 65 (H): 0.09, atom 66 (H): 0.11, atom 67 (H): 0.05, atom 68 (C): -0.21, atom 69 (C): -0.33, atom 70 (H): 0.07, atom 71 (C): -0.09, atom 72 (H): 0.09, atom 73 (C): -0.44, atom 74 (H): 0.11, atom 75 (C): -0.18, atom 76 (O): -0.21, atom 77 (H): 0.11, atom 78 (F): 0.07, atom 79 (I): 0.85, atom 80 (N): -0.08, atom 81 (C): -0.10, atom 82 (La): 2.22, atom 83 (H): 0.07, atom 84 (H): 0.10, atom 85 (H): 0.10, atom 86 (O): -0.13, atom 87 (C): -0.34, atom 88 (H): 0.13, atom 89 (H): 0.09, atom 90 (C): -0.27, atom 91 (C): -0.28, atom 92 (H): 0.07, atom 93 (H): 0.06, atom 94 (N): 0.04, atom 95 (C): -0.10, atom 96 (C): -0.20, atom 97 (C): -0.05, atom 98 (H): 0.11, atom 99 (H): 0.10

---

| no. | HOMO level (eV) | electronic energy (eV) | gap between HOMO and LUMO (eV) |
| --- | --- | --- | --- |
| 1 | -9.4 | -181204.9752 | 7.4 |
| 2 | -5.0 | -178975.4874 | 7.0 |